--- i ---
Density functional theory data (the ωB97M-V functional and the def2-TZVPD basis) for a 8-piece molecular cluster, C42H104N8O8 overall.

XYZ file:
```
162
Properties=species:S:1:pos:R:3:mulliken_charge:R:1
O -1.74 -0.07 0.14 -0.0559
O -0.31 4.86 -1.31 -0.4105
O 1.68 -5.02 1.08 -0.2147
O 3.49 3.62 2.54 -0.4137
O -5.90 -0.34 0.40 -0.4059
O -2.19 3.27 5.96 -0.4191
O -1.04 -3.44 -6.35 -0.3618
O 2.85 -3.69 -2.41 0.2087
N 1.69 -1.83 -0.13 0.1200
N -6.59 2.07 1.74 -0.7670
N -2.40 -3.22 -6.38 0.0790
N 4.44 -4.51 -0.25 -0.6920
N 5.60 -2.34 -2.35 -0.7507
N 4.06 2.83 3.56 -0.0289
N -2.54 3.94 2.35 -0.1827
N 1.55 5.79 1.83 -0.6823
C 5.08 -1.29 -4.40 -1.5034
C -2.28 -2.61 -3.93 -1.1943
C 3.83 3.31 4.93 1.7465
C 4.48 0.95 5.84 -0.8438
C -2.72 -2.15 -5.38 1.7792
C 2.33 3.50 5.38 -1.2887
C 4.44 -2.00 -3.17 0.8409
C 3.62 -3.29 -3.54 -1.1318
C -4.55 -2.91 -7.52 -1.1433
C -4.07 4.53 4.00 -1.6645
C 5.43 -5.90 1.33 -1.5597
C 2.31 0.90 3.14 -2.0614
C 4.62 0.47 4.34 -1.1744
C 0.71 4.98 -0.32 -0.9443
C -3.01 -3.24 -7.71 1.1808
C -2.64 4.18 3.79 0.3083
C -5.63 1.12 2.35 1.5405
C 4.46 1.03 1.98 -2.0487
C -2.05 2.10 6.77 -0.7959
C -0.83 -1.21 0.23 -1.1011
C -4.20 -1.78 -5.37 -1.3839
C -2.92 -4.68 -8.41 -1.7359
C -4.91 -1.67 -6.73 -0.7365
C 1.91 -4.62 -2.85 -0.7500
C -1.56 1.02 1.00 -0.4638
C 4.07 -5.60 0.66 0.1772
C -2.36 -2.16 -8.62 -1.4851
C 0.55 -5.01 1.95 -0.8424
C 0.53 -0.83 -1.93 -1.6406
C 3.84 1.33 3.25 1.9093
C -5.30 -0.90 -0.71 -0.7469
C -2.11 2.94 4.61 -0.2612
C 4.64 2.48 5.94 -1.3372
C 0.59 -0.89 -0.41 1.4621
C -1.34 3.88 -1.06 -0.1915
C 2.97 -5.04 1.70 -0.5543
C -6.29 0.07 3.19 -1.7391
C 0.34 5.48 1.14 1.7195
C -5.00 0.47 1.12 -0.6105
C -1.97 -0.79 -5.65 -1.7298
C -0.51 6.76 1.25 -1.7656
C 4.54 4.69 5.01 -2.0387
H -0.70 6.85 2.32 0.4625
H 2.10 -0.07 2.68 0.5843
H 6.31 -6.12 0.72 0.3994
H -4.61 -1.69 -0.39 0.2554
H 1.33 6.23 2.72 0.3413
H 4.07 -0.47 4.41 0.2748
H 5.18 0.38 6.46 0.4329
H -1.92 -5.11 -8.32 0.3497
H -0.16 -0.07 -2.31 0.4254
H -7.11 -0.41 2.66 0.3079
H 4.06 4.39 2.50 0.2918
H 3.75 -4.53 -0.99 0.1773
H -2.25 -0.14 -6.47 0.2487
H -1.47 6.71 0.73 0.3526
H 3.46 0.78 6.19 0.3229
H 2.97 -5.86 2.40 0.4034
H -1.99 2.51 7.78 0.3475
H -6.89 0.52 3.98 0.4514
H -2.56 -1.75 -3.33 0.3396
H 3.70 -6.48 0.14 0.4140
H 4.10 0.03 1.74 0.4403
H 0.77 -4.26 2.72 0.3644
H -5.63 -0.69 3.60 0.3367
H -2.04 5.05 4.08 0.2972
H 5.26 -2.99 -1.66 0.2642
H 5.69 -4.95 1.80 0.3517
H -1.27 -2.20 -8.57 0.3141
H 1.30 4.10 -0.04 0.2749
H 1.93 -2.33 -0.97 -0.2676
H -6.14 -1.28 -1.29 0.3890
H -4.24 -0.17 1.58 0.2393
H -0.64 -2.75 -6.88 0.3172
H -4.59 -0.71 -7.14 0.3650
H 1.02 -4.28 -3.38 0.1183
H -2.69 2.07 4.31 0.2428
H 5.30 -6.59 2.16 0.3961
H 1.99 4.92 2.08 0.3183
H -3.38 -4.57 -9.39 0.3794
H 0.95 0.11 -0.18 -0.3290
H 5.80 -1.50 -1.84 0.3484
H -1.11 1.56 6.68 0.2692
H -4.79 -0.22 -1.39 0.2795
H 5.64 0.24 4.04 0.4664
H -2.28 4.76 1.82 0.0643
H 3.89 -1.24 -2.61 0.1193
H 2.03 4.31 4.72 0.1043
H 5.53 4.55 4.56 0.5410
H -1.36 -2.12 -0.03 0.4375
H 5.69 -0.44 -4.08 0.3833
H 1.63 -5.11 -1.92 0.1399
H -1.17 3.02 -1.71 0.2701
H 0.27 -1.76 -2.43 0.1887
H -4.91 1.71 2.91 -0.6760
H -0.25 4.71 1.62 -0.4423
H -0.38 -4.79 1.43 0.2269
H 2.36 -5.44 -3.39 0.3831
H -2.77 -3.55 -3.66 0.5297
H -2.36 1.63 0.60 -0.3702
H 1.49 -0.64 -2.41 0.3206
H -4.79 3.80 3.62 0.3673
H -1.09 2.79 4.25 0.0681
H -5.99 -1.64 -6.59 0.3652
H 4.17 1.68 1.16 0.2939
H 4.70 4.98 6.05 0.4116
H 5.55 1.12 1.99 0.4686
H 1.27 -2.45 0.54 -0.0466
H 2.21 3.87 6.40 0.4475
H -3.45 3.65 2.03 0.1720
H -2.99 1.56 6.91 0.3230
H 4.09 5.58 4.57 0.3711
H -4.91 -2.89 -8.55 0.4627
H -2.63 -1.13 -8.39 0.3331
H -1.90 0.88 2.02 0.4387
H -5.05 -3.71 -6.97 0.3709
H 1.77 2.56 5.35 0.1996
H 3.30 -4.12 2.19 0.3022
H 4.32 -4.04 -3.90 0.4003
H 0.41 -5.97 2.45 0.3152
H 5.72 -1.95 -4.99 0.3139
H 4.33 2.79 6.93 0.4739
H -6.14 2.66 1.05 0.2928
H 4.19 -3.64 0.20 0.2316
H 1.48 5.62 -0.77 0.4365
H -3.52 -5.31 -7.76 0.4345
H 2.96 -3.12 -4.38 0.3882
H -7.19 1.41 1.28 0.3846
H 1.74 1.52 2.45 0.3813
H 1.74 0.95 4.07 0.4064
H -2.00 -0.18 -4.74 0.4794
H -4.30 4.74 5.04 0.3925
H -4.32 5.44 3.46 0.4197
H -1.21 -2.81 -3.85 -0.3250
H 4.23 -1.00 -5.02 0.3633
H -0.91 -1.05 -5.66 0.4092
H -1.53 3.60 -0.03 -0.1358
H -2.14 4.45 -1.53 0.3325
H -4.51 1.19 0.47 0.4067
H 0.03 7.60 0.82 0.3666
H -4.25 -0.80 -4.88 0.3708
H -0.69 -1.43 1.29 0.4771
H -2.72 -2.29 -9.64 0.4452
H 5.70 2.70 5.85 0.4380
H -4.61 -2.50 -4.67 0.5187
H -0.58 1.50 0.93 0.4350
```

Values from the calculation:
charge	0
lowest unoccupied orbital energy	0.3999	eV
SMILES	CC1(C)CCCC(C)(C)N1O.CC1(C)CCCC(C)(C)N1O.COC[C@H](C)N.COC[C@H](C)N.COC[C@H](C)N.COC[C@H](C)N.COC[C@H](C)N.COC[C@H](C)N

--- ii ---
Density functional theory data (the ωB97M-V functional and the def2-TZVPD basis) for a 8-piece molecular cluster, C42H104N8O8 overall.

XYZ file:
```
162
Properties=species:S:1:pos:R:3:mulliken_charge:R:1
O -9.00 -3.01 17.48 -0.3611
O -8.79 -7.29 9.93 -0.2998
O -11.82 -3.21 11.43 -0.1270
O -17.44 -0.29 13.00 -0.4595
O -5.47 -4.42 11.61 -0.4036
O -16.30 -6.17 10.83 -0.3417
O -14.29 -12.78 14.91 -0.3068
O -8.15 1.82 9.01 -0.2772
N -12.74 -10.24 17.06 -0.7554
N -6.51 -0.99 10.79 -0.6002
N -17.41 -4.88 13.49 -0.6971
N -9.44 1.49 12.42 -0.7877
N -7.62 -4.48 15.42 -0.6700
N -16.33 -0.11 12.15 0.4967
N -14.37 -4.51 12.18 0.7258
N -8.82 -7.58 8.54 0.2516
C -7.13 -3.06 9.66 -0.7958
C -8.49 2.22 10.32 -1.1514
C -13.35 -12.21 15.81 -0.7077
C -14.00 -0.06 10.50 0.7434
C -7.47 -7.84 8.01 1.7587
C -9.24 1.12 11.01 2.4285
C -8.31 -3.22 15.07 1.1341
C -6.72 -2.41 10.98 1.5367
C -9.94 -2.28 18.22 -0.7363
C -7.49 -8.29 6.54 -1.1418
C -14.20 -14.17 14.83 -0.7580
C -17.79 -0.09 10.18 -2.2337
C -14.09 0.75 11.79 -1.4397
C -15.41 -0.07 9.85 -1.7500
C -15.06 0.13 12.82 1.7244
C -16.46 -2.16 10.82 -1.2844
C -12.05 -4.61 11.35 -0.8498
C -17.65 -5.77 11.12 -0.8394
C -16.01 -5.95 9.48 -0.6688
C -15.22 1.13 13.96 -2.0725
C -8.64 -2.36 16.27 -0.9882
C -19.56 -5.92 12.78 -1.5315
C -13.68 -10.74 16.03 0.4083
C -5.44 -3.02 11.62 -0.9862
C -11.23 -7.16 8.54 -2.3250
C -8.65 -7.67 5.72 -0.8559
C -9.65 -5.39 7.75 -1.4740
C -6.38 -5.02 12.50 -0.0347
C -6.82 -8.94 8.85 -2.0366
C -9.89 -6.92 7.84 1.8277
C -10.00 -7.57 6.44 -1.0991
C -7.56 2.85 8.26 -0.7995
C -14.41 -1.16 13.39 -1.2893
C -13.57 -9.90 14.77 -1.3005
C -18.04 -5.87 12.60 0.4537
C -6.56 -6.61 8.17 -1.6250
C -10.65 -2.84 10.74 -0.2749
C -13.03 -5.08 12.42 0.5927
C -10.65 0.88 10.45 -0.9480
C -9.61 -3.71 14.39 -1.5717
C -13.19 -6.58 12.26 -1.7086
C -16.49 -0.61 10.79 2.0393
H -15.00 -5.12 11.63 0.1213
H -8.36 -6.67 5.39 0.3479
H -10.63 -6.95 5.80 0.3807
H -16.78 -6.26 8.77 0.4430
H -14.42 -10.14 14.12 0.3764
H -4.53 -2.69 11.14 0.3570
H -7.34 -0.55 10.43 -0.0202
H -8.91 -8.16 10.33 0.2788
H -8.69 0.19 11.04 -1.4500
H -17.77 -3.95 13.28 0.3020
H -15.18 -1.86 13.71 0.1813
H -10.44 -8.56 6.57 0.4470
H -18.01 0.44 12.72 0.3531
H -7.74 -2.61 14.37 -0.0373
H -6.81 -5.68 7.65 0.3080
H -11.79 -10.41 16.74 0.2795
H -6.53 3.09 8.52 0.3013
H -6.37 -6.35 9.21 0.1253
H -11.25 0.29 11.14 -0.3088
H -13.92 -7.05 12.92 0.2760
H -10.51 -1.78 10.97 -0.4256
H -7.53 -2.52 11.70 -0.6005
H -9.44 -4.36 13.53 0.2164
H -11.09 -5.13 11.50 0.7854
H -10.11 0.90 12.89 0.2289
H -14.79 -14.71 15.59 0.2715
H -7.51 -9.77 9.03 0.4599
H -11.38 -6.44 9.35 0.2310
H -8.79 -8.30 4.84 0.4047
H -6.54 -6.06 12.21 0.2301
H -6.69 -4.17 15.70 0.3184
H -13.18 -14.54 15.01 0.3289
H -8.78 -5.10 7.17 0.4031
H -15.78 2.03 13.68 0.4241
H -7.06 -4.12 9.91 -0.1475
H -11.42 -8.18 8.88 0.5130
H -9.80 -3.34 11.22 0.1657
H -7.56 2.56 7.21 0.2465
H -5.89 -0.85 9.99 0.3286
H -6.60 -8.61 9.87 0.3386
H -15.36 -0.78 9.01 0.4369
H -17.90 -4.86 10.56 0.3874
H -19.87 -6.95 12.63 0.3885
H -16.23 -2.60 9.85 0.3042
H -13.78 -0.90 14.24 0.5324
H -18.29 -6.56 10.69 0.4004
H -13.29 0.33 9.77 0.4177
H -10.29 -4.22 15.07 0.4968
H -11.24 1.78 10.23 0.4924
H -15.80 0.68 14.76 0.4252
H -9.80 2.42 12.60 0.2845
H -13.48 -6.82 11.23 0.0701
H -7.94 -4.95 16.26 0.2539
H -15.69 -2.51 11.51 -0.1182
H -14.70 -10.62 16.41 0.2772
H -19.77 -5.63 13.81 0.4229
H -13.08 0.86 12.20 0.3733
H -9.42 -1.65 15.97 0.4414
H -7.35 -4.50 12.41 -0.1992
H -14.33 1.80 11.60 0.4485
H -13.67 -8.84 15.00 0.3799
H -12.36 -12.28 15.33 0.3262
H -8.19 3.75 8.34 0.3347
H -6.07 -5.01 13.54 0.2285
H -7.59 2.46 10.90 0.4467
H -17.39 -2.57 11.20 0.3141
H -6.61 -7.98 5.97 0.3039
H -15.78 -4.89 9.30 0.1711
H -9.89 -2.59 19.27 0.2487
H -12.55 -4.88 13.38 0.0279
H -14.55 -14.52 13.86 0.2526
H -10.97 -2.52 17.93 0.2701
H -9.78 -1.20 18.14 0.3367
H -15.05 -6.37 9.15 0.1159
H -17.83 0.99 10.13 0.4874
H -5.57 -6.87 7.79 0.5336
H -10.14 -2.83 14.00 0.2417
H -10.58 -4.93 7.38 0.4999
H -5.90 -9.25 8.36 0.4608
H -14.15 -3.70 11.60 -0.5282
H -9.09 3.15 10.29 0.5780
H -9.58 -5.08 8.79 0.0675
H -12.25 -7.13 12.35 0.4958
H -7.54 -9.38 6.48 0.4623
H -17.65 -6.82 12.98 0.3112
H -5.47 -2.56 12.61 0.3284
H -6.47 -2.79 8.84 0.4698
H -13.79 -1.69 12.66 0.0409
H -16.42 -4.83 13.32 0.1958
H -12.62 -10.03 14.23 0.2707
H -10.66 0.32 9.51 0.4180
H -12.40 -4.83 10.34 0.3848
H -7.77 -1.74 16.51 0.4053
H -13.78 -1.12 10.66 -0.5981
H -12.04 -6.92 7.84 0.4337
H -15.62 0.90 9.41 0.3731
H -13.36 -12.68 16.79 0.3758
H -8.16 -2.87 9.35 0.2177
H -12.78 -9.23 17.02 0.2923
H -14.26 1.43 14.39 0.4137
H -17.97 -0.63 9.25 0.3589
H -10.73 -3.09 9.68 0.3436
H -18.66 -0.32 10.81 0.5128
H -20.01 -5.26 12.03 0.3201
```

Values from the calculation:
charge	0
lowest unoccupied orbital energy	0.4997	eV
SMILES	CC1(C)CCCC(C)(C)N1O.CC1(C)CCCC(C)(C)N1O.COC[C@H](C)N.COC[C@H](C)N.COC[C@H](C)N.COC[C@H](C)N.COC[C@H](C)N.COC[C@H](C)N

--- iii ---
Density functional theory data (the ωB97M-V functional and the def2-TZVPD basis) for a 8-piece molecular cluster, C42H104N8O8 overall.

XYZ file:
```
162
Properties=species:S:1:pos:R:3:mulliken_charge:R:1
O -4.28 -2.04 -2.78 -0.2739
O -0.18 1.46 0.58 0.9955
O 2.96 2.24 -3.67 0.0198
O -1.50 -2.45 -4.18 -0.2818
O 6.48 -1.86 -2.24 -0.3685
O -2.26 5.41 -3.02 -0.2885
O -1.99 -6.20 2.14 -0.3739
O 2.12 -0.33 5.86 -0.5141
N -1.35 0.31 -4.91 -0.5574
N 0.36 -1.12 2.99 -0.5648
N 0.07 -6.73 3.83 -0.7853
N 3.59 -1.67 0.02 -0.0895
N 0.25 3.37 -4.61 -0.6388
N -5.03 -1.08 -2.12 0.3131
N 2.08 0.86 -1.42 1.4976
N 2.08 0.97 5.26 0.9577
C 5.51 -1.34 -1.32 -0.0155
C -0.08 1.42 6.25 -1.7700
C 0.43 -0.53 1.71 2.9957
C -1.71 4.74 -4.10 -0.8800
C 3.42 1.42 4.78 1.5960
C 1.27 3.33 5.52 -1.0412
C 3.48 -2.59 -2.35 -1.1831
C 2.32 2.33 -1.40 2.9205
C -3.48 6.00 -3.30 -0.8216
C -0.74 -5.50 4.04 0.6900
C 0.22 -4.48 4.63 -1.6653
C -4.10 -2.23 -0.01 -1.9441
C -3.05 -0.25 -1.04 -1.7607
C 1.36 1.95 6.23 1.5503
C 4.09 2.20 -4.53 -0.9297
C 1.01 0.10 -5.53 -0.6819
C 3.44 2.64 -2.41 -1.5858
C -1.61 -3.68 -3.51 -0.6690
C -0.07 -1.43 0.57 -1.1845
C 1.90 2.06 7.61 -1.5494
C 4.56 1.36 5.80 -1.6692
C -7.25 -0.50 -1.19 -1.2196
C -0.30 0.82 1.75 -0.2440
C -5.21 0.02 0.04 -1.4279
C 3.78 0.49 3.62 -1.4867
C -0.19 -1.85 -4.33 -0.0009
C -0.90 2.68 0.49 -0.8284
C -6.91 -1.01 -3.56 -1.9068
C 2.72 2.77 -0.02 -1.7272
C 3.21 2.78 4.12 -0.6333
C -6.76 -2.85 -1.80 -1.7694
C -6.47 -1.40 -2.16 1.5681
C 0.64 5.42 -3.33 -1.3989
C -1.25 -5.03 2.65 -0.5000
C -4.40 -0.92 -0.75 2.3375
C 4.28 -2.31 -1.10 0.0577
C -2.62 -5.97 0.86 -0.6218
C 7.70 -1.15 -2.19 -0.7123
C -6.62 -0.48 0.21 -0.8182
C -0.34 4.33 -3.61 2.4835
C -0.28 -0.66 -5.33 -0.0398
C 2.65 3.82 5.07 -0.9436
H -0.51 3.42 1.24 0.2065
H 2.89 -1.02 -0.26 -0.3643
H -3.38 6.94 -3.79 0.3021
H -0.74 1.89 6.95 0.4608
H 8.35 -1.66 -2.91 0.3071
H -6.10 -3.48 -2.36 0.3353
H 3.83 2.19 -5.61 0.2506
H -5.01 -2.70 0.33 0.4080
H 0.83 6.15 -4.13 0.3824
H -0.29 -3.70 5.16 0.3869
H 2.71 -3.36 -2.04 0.3034
H -3.87 -1.57 -3.52 0.1973
H 3.94 -0.51 3.93 0.4562
H 0.68 4.02 6.12 0.4804
H 1.77 -0.67 -5.62 0.5008
H 4.74 0.91 3.19 0.4315
H 3.17 3.74 0.02 0.6901
H -3.51 -5.36 0.89 0.2200
H -7.84 -2.93 -2.06 0.4888
H 2.28 1.19 8.15 0.2201
H 4.70 3.10 -4.32 0.3565
H 1.72 0.53 -2.28 -0.7672
H -6.41 -0.04 -3.72 0.4486
H 0.68 3.25 4.56 -0.0277
H -3.96 6.10 -2.33 0.2383
H -0.61 -7.48 3.61 0.2542
H 5.49 1.68 5.31 0.3979
H 6.05 -1.06 -0.40 0.4234
H 3.08 0.56 2.79 -0.3717
H -2.62 -4.11 -3.47 0.1787
H -1.47 5.43 -4.94 0.3274
H 4.54 -3.27 -0.72 0.5857
H 3.25 3.98 5.97 0.4091
H 1.41 2.85 -1.71 -1.5898
H 4.13 3.24 3.65 0.5208
H -5.36 0.99 -0.40 0.4138
H 7.61 -0.16 -2.70 0.2564
H -0.37 2.55 -4.66 0.1652
H -8.33 -0.83 -1.13 0.4068
H -2.32 -0.99 -1.35 -0.0139
H 4.76 0.28 6.04 0.4660
H -1.29 -3.52 -2.45 0.1214
H 0.55 -2.31 0.58 0.4991
H -2.62 0.28 -0.18 -0.2315
H 0.96 0.78 -6.38 0.4093
H 1.39 0.70 -0.75 -0.4826
H -1.09 -1.70 0.88 0.0752
H -7.20 0.12 0.89 0.4641
H -0.07 -1.03 -0.44 -0.1095
H -1.24 0.51 -3.95 0.1929
H 2.53 4.82 4.66 0.4331
H 0.90 -4.11 3.92 0.3919
H -4.75 0.20 1.00 0.4511
H -6.71 -1.48 0.70 0.3373
H 0.79 -5.03 5.39 0.4088
H 0.57 -6.93 4.68 0.2145
H 4.64 1.28 -4.25 0.2571
H -1.38 0.62 2.12 -0.1893
H -0.54 3.88 -2.59 -1.4000
H -0.45 -4.84 1.92 0.2558
H 8.29 -1.00 -1.21 0.2662
H -6.66 -2.98 -0.74 0.3656
H 2.48 2.73 3.30 -0.2894
H 4.33 2.01 6.66 0.2375
H -8.00 -0.88 -3.40 0.3880
H 1.59 4.95 -2.97 0.0960
H 0.08 1.42 2.63 -0.5925
H 1.19 0.72 -4.65 -0.4064
H 0.15 -1.44 -3.34 -0.3331
H -0.71 3.01 -0.55 0.0426
H 0.54 -2.62 -4.62 0.4799
H -0.05 0.34 6.66 0.3544
H -2.00 2.55 0.50 0.2617
H -4.06 5.32 -3.93 0.3328
H -2.28 3.92 -4.53 0.4613
H 3.64 3.75 -2.46 0.4193
H 0.23 6.04 -2.50 0.3487
H 1.48 -0.27 1.53 -1.4623
H -1.93 -4.19 2.74 0.2952
H -6.66 -1.68 -4.34 0.3726
H -3.52 -2.86 -0.64 0.3586
H 1.10 2.51 8.23 0.4083
H -7.21 0.49 -1.66 0.4459
H -0.99 -4.42 -4.00 0.4597
H -2.29 -0.19 -5.00 0.3095
H -0.54 1.39 5.27 0.2313
H -1.58 -5.75 4.68 0.3008
H 4.41 2.09 -2.19 0.4282
H -2.77 -7.01 0.48 0.2985
H -0.53 -1.20 -6.20 0.3695
H 2.76 2.76 7.61 0.3522
H 0.93 -0.64 3.66 0.3009
H 5.07 -0.42 -1.70 -0.4307
H -1.89 -5.49 0.21 0.2481
H -3.56 -1.99 0.89 0.4135
H 0.69 -2.06 3.05 -0.0724
H 4.14 -2.90 -3.11 0.5915
H 2.92 -1.71 -2.72 -0.1003
H 2.80 -0.30 6.50 0.3430
H -3.28 0.53 -1.76 0.7015
H 3.31 -2.31 0.78 0.3134
H 1.17 3.04 -4.26 0.3077
H 1.81 2.71 0.67 0.0415
H 3.48 2.04 0.31 0.2838
```

Values from the calculation:
charge	0
lowest unoccupied orbital energy	0.5398	eV
SMILES	CC1(C)CCCC(C)(C)N1O.CC1(C)CCCC(C)(C)N1O.COC[C@H](C)N.COC[C@H](C)N.COC[C@H](C)N.COC[C@H](C)N.COC[C@H](C)N.COC[C@H](C)N

Question: of the structures shown, which is the most stable? Reply: ii.